This record from the OMol25 dataset describes one molecule with the formula C5H5N3O2. The level of theory is wB97M-V/def2-TZVPD.

Last column: natural (NBO) charge in e.
Geometry (Å):
O 0.368 -2.358 0.498  -0.45
C 1.461 -1.866 0.621  0.52
N 2.212 -0.930 -0.196  0.01
O 3.461 -1.020 -0.307  -0.51
C 1.581 0.119 -0.763  0.21
N 0.257 0.416 -0.487  -0.40
C -0.481 0.290 0.697  -0.08
C -1.814 0.377 0.356  -0.07
N -1.897 0.548 -1.047  -0.42
C -0.668 0.626 -1.469  0.20
H 2.103 -2.091 1.387  0.13
H 2.144 0.622 -1.578  0.23
H 0.021 0.033 1.585  0.21
H -2.565 0.595 0.997  0.21
H -0.259 0.826 -2.460  0.20

SMILES	O=C/[N+]([O-])=C\n1ccnc1
orbital gap (alpha / beta)	7.79 / 7.79	eV
total charge	0

---

This record from the OMol25 dataset describes C44H48FInN2OP2Si as an isolated structure. The level of theory is wB97M-V/def2-TZVPD.

Last column: Löwdin charge in e.
Geometry (Å):
In -0.676 -0.611 -1.395  0.81
C 1.143 -0.323 2.261  -0.28
N 2.303 0.240 1.627  -0.20
C 2.815 -0.461 0.490  -0.27
P 2.062 -0.008 -1.165  1.02
C 2.793 -1.224 -2.306  -0.39
C 2.652 -0.962 -3.672  -0.10
C 3.166 -1.836 -4.614  -0.05
C 3.818 -2.996 -4.205  -0.05
C 3.939 -3.279 -2.853  -0.06
C 3.427 -2.399 -1.903  -0.09
C 2.881 1.533 -1.651  -0.39
C 2.152 2.710 -1.806  -0.10
C 2.797 3.882 -2.187  -0.06
C 4.166 3.877 -2.408  -0.05
C 4.896 2.704 -2.247  -0.05
C 4.258 1.532 -1.876  -0.08
C 3.132 1.178 2.326  -0.26
C 3.613 0.873 3.595  -0.02
C 4.418 1.782 4.269  -0.06
C 4.741 2.998 3.679  -0.07
C 4.271 3.294 2.408  -0.06
C 3.468 2.386 1.728  -0.03
P -0.475 -0.123 1.349  1.05
C -1.516 -1.252 2.334  -0.37
C -2.027 -0.900 3.585  -0.07
C -2.836 -1.789 4.281  -0.05
C -3.138 -3.035 3.742  -0.05
C -2.620 -3.402 2.509  -0.07
C -1.813 -2.511 1.811  -0.12
C -1.093 1.531 1.777  -0.37
C -0.231 2.567 2.136  -0.06
C -0.744 3.820 2.457  -0.05
C -2.113 4.045 2.417  -0.06
C -2.976 3.021 2.037  -0.06
C -2.470 1.774 1.703  -0.11
H 0.978 0.122 3.239  0.11
H 1.224 -1.411 2.380  0.09
H 2.642 -1.537 0.592  0.07
H 3.880 -0.274 0.361  0.12
H 2.145 -0.060 -4.000  0.11
H 3.062 -1.616 -5.670  0.12
H 4.241 -3.670 -4.940  0.12
H 4.439 -4.185 -2.529  0.11
H 3.548 -2.641 -0.854  0.09
H 1.086 2.713 -1.629  0.08
H 2.229 4.797 -2.317  0.11
H 4.668 4.788 -2.714  0.12
H 5.966 2.702 -2.420  0.12
H 4.832 0.617 -1.769  0.12
H 3.369 -0.084 4.047  0.12
H 4.805 1.531 5.249  0.11
H 5.362 3.711 4.210  0.11
H 4.522 4.240 1.943  0.11
H 3.098 2.615 0.732  0.10
H -1.802 0.070 4.014  0.12
H -3.236 -1.504 5.246  0.12
H -3.777 -3.720 4.287  0.12
H -2.846 -4.378 2.092  0.12
H -1.399 -2.788 0.850  0.06
H 0.841 2.401 2.181  0.09
H -0.069 4.617 2.749  0.12
H -2.510 5.015 2.694  0.12
H -4.047 3.194 2.006  0.12
H -3.145 0.977 1.410  0.10
C -3.168 -2.758 -1.726  -0.19
Si -4.134 -1.178 -1.497  0.41
C -5.136 -0.954 -3.038  -0.15
C -5.125 -1.277 0.066  -0.14
N -2.914 0.113 -1.193  -0.06
C -3.165 1.418 -1.313  -0.31
C -4.478 1.974 -1.496  0.01
C -4.684 3.326 -1.506  -0.03
C -3.600 4.215 -1.379  -0.01
C -2.301 3.728 -1.220  0.02
C -2.122 2.382 -1.184  -0.24
F -0.876 1.900 -1.109  -0.03
H -3.854 -3.569 -1.997  0.06
H -2.649 -3.053 -0.811  0.00
H -2.437 -2.680 -2.543  0.03
H -5.713 -1.874 -3.186  0.05
H -4.491 -0.822 -3.912  0.05
H -5.845 -0.123 -3.012  0.03
H -5.832 -2.113 -0.004  0.06
H -5.705 -0.365 0.250  0.04
H -4.469 -1.454 0.926  0.03
H -5.322 1.297 -1.572  0.09
H -5.690 3.711 -1.617  0.12
H -3.768 5.284 -1.424  0.13
H -1.447 4.389 -1.120  0.14
C 0.093 -5.279 -1.469  0.02
C 0.535 -4.075 -0.689  -0.46
C 1.308 -4.293 0.580  0.01
O 0.262 -2.952 -1.091  -0.11
H 0.420 -6.210 -1.013  0.09
H 0.476 -5.216 -2.491  0.11
H -0.999 -5.272 -1.539  0.10
H 2.320 -4.627 0.319  0.11
H 0.856 -5.090 1.175  0.11
H 1.363 -3.376 1.164  0.06

orbital gap (alpha / beta)	5.19 / 5.82	eV
total charge	+2

---

This record from the OMol25 dataset describes CCl3O3S2 as an isolated structure. The level of theory is wB97M-V/def2-TZVPD.

Last column: natural (NBO) charge in e.
Geometry (Å):
C 1.616 0.382 1.466  -0.30
O -2.444 0.567 -1.538  -0.86
O -2.102 -1.785 -0.989  -0.86
O -0.445 -0.626 -2.321  -0.86
S 0.050 -0.308 1.455  -0.29
S -1.516 -0.570 -1.441  2.43
Cl 2.498 0.511 -0.027  -0.01
Cl 2.819 -0.527 2.643  -0.15
Cl 1.776 2.107 2.088  -0.10

orbital gap	6.68	eV
total charge	-1

---

This record from the OMol25 dataset describes one molecule with the formula C3H2F2N2. The level of theory is wB97M-V/def2-TZVPD.

Last column: natural (NBO) charge in e.
Geometry (Å):
F -1.853 0.499 -1.028  -0.27
C -0.710 0.663 -0.462  0.59
N 0.149 1.600 -0.511  -0.34
N 1.423 1.035 0.044  -0.18
C 1.123 -0.111 0.425  0.03
C -0.304 -0.703 0.158  0.07
F -0.639 -1.341 -0.854  -0.30
H 1.705 -0.453 1.228  0.19
H -0.894 -1.189 1.001  0.19

SMILES	FC1=NN=C[C@@H]1F
orbital gap	10.36	eV
total charge	0

---

Look up the total charge of the third one.
-1

---

Number 4 is which compound?
C3H2F2N2

---

Which of these has the highest total charge?
C44H48FInN2OP2Si

---

Number 4 is which compound?
C3H2F2N2